[1]
{
  "formula": "C2H10N4",
  "method": "ωB97M-V with the def2-TZVPD basis set",
  "relative_energy_kcal_mol": 30.5,
  "e_homo_ev": -9.2,
  "orbital_gap_ha": 0.373,
  "smiles": "[H]/N=C/N.NCN",
  "species": ["N", "N", "N", "N", "C", "C", "H", "H", "H", "H", "H", "H", "H", "H", "H", "H"],
  "coordinates": [[-1.3423, -0.6343, 2.2123], [-0.3337, 0.4235, -0.8549], [0.8576, -0.8364, 2.9452], [0.4237, 0.9161, -3.1936], [0.2770, 1.3573, -1.8136], [-0.3356, -1.3753, 2.3817], [-1.2042, 0.0910, -1.2574], [0.2978, -0.3691, -0.8292], [1.2791, 0.3776, -3.3005], [-0.2892, -2.3739, 1.9407], [1.0735, 0.0505, 2.5004], [-0.2255, 2.3195, -1.7142], [-2.1592, -1.1771, 1.9227], [-0.2963, 0.2394, -3.4172], [0.7048, -0.5696, 3.9122], [1.2724, 1.5609, -1.4347]]
}



[2]
{
  "formula": "C31H66AlNO16PS6",
  "method": "ωB97M-V with the def2-TZVPD basis set",
  "e_homo_ev": -5.2,
  "charge": -1,
  "orbital_gap_ha": 0.255,
  "species": ["S", "S", "S", "S", "S", "S", "P", "Al", "O", "O", "O", "O", "O", "O", "O", "O", "O", "O", "O", "O", "O", "O", "O", "O", "N", "C", "C", "C", "C", "C", "C", "C", "C", "C", "C", "C", "C", "C", "C", "C", "C", "C", "C", "C", "C", "C", "C", "C", "C", "C", "C", "C", "C", "C", "C", "C", "H", "H", "H", "H", "H", "H", "H", "H", "H", "H", "H", "H", "H", "H", "H", "H", "H", "H", "H", "H", "H", "H", "H", "H", "H", "H", "H", "H", "H", "H", "H", "H", "H", "H", "H", "H", "H", "H", "H", "H", "H", "H", "H", "H", "H", "H", "H", "H", "H", "H", "H", "H", "H", "H", "H", "H", "H", "H", "H", "H", "H", "H", "H", "H", "H", "H"],
  "coordinates": [[-0.7078, 2.7812, 1.5837], [6.8743, -4.7129, -3.5675], [1.1076, 0.1046, 8.1184], [-7.5433, 2.2980, -5.6554], [-4.7016, 3.4714, 6.0456], [-1.6089, -0.8619, -6.9246], [2.6841, -1.4402, 0.1087], [3.2132, 0.0296, -1.7937], [6.8638, 1.0553, -1.2279], [2.0638, -0.7480, 1.2873], [1.7519, -2.6940, -0.3862], [3.8832, -2.4508, 0.5962], [-7.5326, 3.7313, -5.7749], [-1.4237, -1.8759, -5.9175], [7.4312, -3.9269, -2.5005], [-0.7069, -0.8116, -8.0486], [0.7473, 1.4126, 7.6323], [0.2034, 3.6027, 0.8270], [6.5170, -4.1025, -4.8185], [-6.9636, 1.4902, -6.7000], [0.1966, -0.6152, 8.9730], [-1.8292, 2.1566, 0.9220], [-3.7436, 2.9642, 5.0992], [-4.8490, 4.8911, 6.2313], [-0.8000, -0.3997, -3.0975], [-3.1694, 1.2323, -6.4076], [-1.7460, 0.7453, -6.1291], [-4.4238, 2.6513, 7.6281], [3.6642, -0.6524, 8.0206], [-9.2047, 1.7047, -5.3320], [6.9959, 2.1177, -0.3249], [-7.9950, 1.1938, -3.2693], [-4.0545, -0.0107, -6.5521], [0.2149, 1.5875, 2.5194], [-9.0111, 0.6265, -4.2715], [5.4876, -5.6607, -2.9098], [-1.3072, 3.7515, 2.9876], [6.0016, -1.1074, -1.7473], [1.6643, -0.2203, -3.0656], [0.5117, 2.3080, 3.8260], [-3.3125, -0.9588, -7.4875], [-6.2902, 2.7122, 5.7057], [7.9509, -6.1228, -3.8608], [1.6076, -0.9097, 6.7285], [-0.7854, 3.0266, 4.2339], [5.8971, -7.1331, -3.0034], [6.3812, -0.1397, -0.6418], [2.7380, 0.2119, 8.8845], [7.4293, -7.1914, -2.9075], [4.9152, -0.5443, -2.6712], [0.2641, 0.2087, -2.7406], [-5.6776, 1.8129, 7.8951], [-6.2703, 1.4307, 6.5308], [3.1010, -0.6412, 6.5915], [0.0860, 1.4532, -1.8989], [-6.8363, 1.7834, -4.0788], [5.6376, -2.0246, -1.2731], [-4.1619, -0.4879, -5.5734], [7.7478, -6.9614, -1.8885], [-5.6359, 0.6888, 6.0417], [1.0896, 1.2881, 1.9410], [-4.2413, 3.4233, 8.3711], [3.0180, 1.2632, 8.8653], [-0.5695, -1.2204, -3.6607], [-1.5195, 2.2892, 4.5656], [4.5091, -1.9399, 1.1285], [-3.5125, 1.8755, -5.5980], [8.9745, -5.8060, -3.6761], [3.3366, 1.5310, -1.2012], [-7.0579, 3.4075, 6.0451], [-8.4672, 1.9769, -2.6732], [4.6419, -1.3222, -3.4001], [7.9364, 2.0580, 0.2449], [1.3992, -1.9455, 6.9955], [-0.9680, 1.3817, -6.5433], [-8.6132, -0.2785, -4.7351], [-0.1438, 1.1977, -0.8670], [4.6096, -5.4065, -3.4979], [-0.6253, 3.7215, 5.0572], [-9.6251, 1.3529, -6.2710], [1.6199, -1.2962, -3.2944], [-5.4338, 0.9340, 8.4898], [7.1602, -0.5578, 0.0184], [-6.4056, 2.4013, 8.4573], [-9.7781, 2.5518, -4.9558], [-3.5313, 2.0402, 7.5066], [5.5028, 0.0997, -0.0166], [3.2589, 0.3351, 6.1293], [-7.6344, 0.4297, -2.5829], [-7.2691, 1.0067, 6.6258], [0.8272, -2.4132, -0.3048], [2.6438, -0.1299, 9.9121], [6.9171, -1.3796, -2.2873], [6.1567, 2.1366, 0.3830], [0.8273, 1.6015, 4.5940], [1.0156, -0.6171, 5.8642], [-1.5598, 0.5708, -5.0664], [0.9472, 2.1201, -1.9191], [4.6854, -0.2756, 8.0528], [7.8272, -6.4107, -4.9046], [-5.0483, 0.2462, -6.9087], [5.3473, -5.3262, -1.8836], [-6.0698, 1.0452, -4.3078], [-3.3375, -0.6213, -8.5238], [1.3182, 3.0294, 3.6776], [-0.7966, 1.9913, -2.2578], [3.5765, -1.3870, 5.9573], [-9.9549, 0.3700, -3.7922], [5.3198, 0.3008, -3.2384], [-0.8861, 4.7493, 2.8797], [-6.3776, 2.6572, -3.6230], [-3.6262, -1.9973, -7.4191], [-2.3926, 3.7956, 2.9384], [-0.4362, 0.7262, 2.6681], [5.4209, -7.7173, -2.2171], [-3.2055, 1.8166, -7.3294], [5.5772, -7.5475, -3.9617], [1.9667, 0.2835, -3.9971], [-6.3652, 2.5624, 4.6314], [6.9866, 3.0502, -0.8924], [3.6776, -1.6755, 8.4016], [7.8154, -8.1772, -3.1655]]
}



[3]
{
  "formula": "C2H2F3I",
  "method": "ωB97M-V with the def2-TZVPD basis set",
  "relative_energy_kcal_mol": 95.3,
  "e_homo_ev": [-8.8, -9.2],
  "orbital_gap_ha": [0.282, 0.338],
  "species": ["I", "F", "F", "F", "C", "C", "H", "H"],
  "coordinates": [[-0.6100, 0.8868, 2.7033], [1.1725, -0.9338, -1.7044], [-1.4966, 1.8397, 0.0483], [0.7610, 1.8736, 0.2707], [0.3565, -1.3887, -0.7706], [-0.4069, 1.2210, 0.5932], [-0.5442, -1.6155, -1.2090], [0.7678, -1.8831, 0.0686]]
}



[4]
{
  "formula": "C16H25NO2",
  "method": "ωB97M-V with the def2-TZVPD basis set",
  "relative_energy_kcal_mol": 53.3,
  "e_homo_ev": -8.2,
  "orbital_gap_ha": 0.330,
  "smiles": "O=C1CCC[C@]1(CCN1CCOCC1)C1=CCCC1",
  "species": ["O", "O", "N", "C", "C", "C", "C", "C", "C", "C", "C", "C", "C", "C", "C", "C", "C", "C", "C", "H", "H", "H", "H", "H", "H", "H", "H", "H", "H", "H", "H", "H", "H", "H", "H", "H", "H", "H", "H", "H", "H", "H", "H", "H"],
  "coordinates": [[1.3112, -2.8888, -3.0661], [-1.0755, -0.3390, 2.6782], [1.5797, -1.7702, -0.4833], [-2.2737, 4.0897, 1.1752], [0.3568, 1.3448, 1.6100], [2.4120, -1.3379, -1.6259], [0.3210, -2.4653, -0.8555], [0.6246, 0.4399, 0.3209], [1.4904, -0.7725, 0.6026], [1.9055, 1.0570, 3.5171], [0.5224, -3.4813, -1.9990], [-1.5956, 2.9515, 1.8683], [-0.4960, 2.5188, 1.1800], [-1.4586, 4.3435, -0.0888], [-0.2384, 0.5354, 2.7696], [2.5995, -2.4209, -2.6515], [-0.2918, 3.3580, -0.0565], [0.5110, 0.7491, 4.0590], [1.7042, 1.8507, 2.2440], [0.6374, 3.8997, 0.0313], [3.2387, -3.2787, -2.2866], [1.0637, -1.2665, 1.4916], [2.4834, 1.6144, 4.2383], [1.9462, -0.4588, -2.1596], [-0.0973, -2.9822, 0.0689], [0.4884, -0.1081, 4.7322], [2.4812, -0.3845, 0.8359], [-0.4502, -1.7654, -1.1970], [-1.1065, 5.3943, -0.0463], [-0.3635, 0.0882, -0.0217], [-2.0651, 4.1512, -0.9921], [3.1381, -1.9719, -3.4784], [1.0477, -4.3511, -1.6118], [-2.2610, 4.9842, 1.8165], [3.4378, -1.0481, -1.2665], [-1.9594, 2.5429, 2.7731], [0.1702, 1.6431, 4.6018], [2.5441, 1.8046, 1.5639], [-3.3010, 3.7914, 0.9303], [-0.4569, -3.7450, -2.4046], [-0.3681, 2.8198, -1.0095], [2.4492, 0.1555, 3.3539], [1.0680, 1.0845, -0.3778], [1.6098, 2.9079, 2.4998]]
}



[5]
{
  "formula": "C5H14",
  "method": "ωB97M-V with the def2-TZVPD basis set",
  "relative_energy_kcal_mol": 14.3,
  "e_homo_ev": [-15.8, -14.8],
  "charge": 1,
  "orbital_gap_ha": [0.475, 0.151],
  "multiplicity": 2,
  "s_squared": 0.754,
  "species": ["C", "C", "C", "C", "C", "H", "H", "H", "H", "H", "H", "H", "H", "H", "H", "H", "H", "H", "H"],
  "coordinates": [[2.2825, -0.4595, -1.0258], [1.1391, 0.4294, -0.4702], [-2.5404, -0.1576, 0.9194], [1.5264, 1.7053, 0.2493], [-2.1362, -1.3487, 0.1310], [3.2296, 0.0204, -0.7452], [0.6609, 2.2375, 0.6334], [-2.2640, -1.2189, -0.9518], [2.1595, 2.3629, -0.3478], [0.5000, 0.7728, -1.2798], [2.4224, -1.4478, -0.5570], [-2.5621, -2.2630, 0.5373], [-2.1588, 0.7848, 0.5463], [-1.0096, -1.5176, 0.0711], [-2.4248, -0.2697, 1.9943], [2.0496, -0.6646, -2.0696], [-3.6518, -0.1388, 0.9145], [0.6867, -0.2665, 0.3057], [2.0908, 1.4396, 1.1450]]
}



The following M values (in u) correspond, in order, to the records above: 90.1 959.2 209.9 263.4 74.2.